Computed, not measured: C6H8O3P as an isolated structure at a distorted geometry, with ωB97M-V with the def2-TZVPD basis set.

Output
E_HOMO, Eh: -0.17723
Maximum force, eV/Å: 4.443
Frontier orbital gap, eV: 8.52
Relative energy (zero: lowest compared OMol25 entry of this formula, charge and spin), kcal/mol: 2.2

The geometry in ORCA input format:
```
! wB97M-V def2-TZVPD RIJCOSX def2/J DEFGRID3
* xyz -1 1
C 0.1344 -1.7216 0.4171
C 1.0629 -0.7559 0.3175
C 2.4683 -0.4823 -0.2669
C -1.3021 -1.2953 0.6121
C -1.2877 0.2635 0.7500
C -0.2296 1.5846 -1.3067
O 3.4126 -1.2369 -0.2806
O 2.4137 0.7129 -0.6841
O 0.9199 2.0536 1.1794
P 0.4549 0.9828 0.3137
H 0.2447 -2.7435 0.3214
H -2.0540 -1.4721 -0.2968
H -1.6229 -1.9377 1.4035
H -2.0722 0.8496 0.3565
H -1.5331 0.2777 1.8612
H -1.2091 2.1012 -0.8577
H 0.5157 2.1641 -1.8610
H -0.3162 0.6554 -1.9786
*
```

Atom charges from the natural (NBO) analysis, given in e for atoms 1 to 2: -0.155, -0.454

=====

Computed, not measured: one molecule with the formula C7H6BNO2 at a distorted geometry, with ωB97M-V with the def2-TZVPD basis set.

Output
SMILES: N#Cc1cccc(B(O)O)c1
E_HOMO, Eh: -0.36812
Maximum force, eV/Å: 2.786
Frontier orbital gap, eV: 10.32
Relative energy (zero: lowest compared OMol25 entry of this formula, charge and spin), kcal/mol: 11.1

The geometry in ORCA input format:
```
! wB97M-V def2-TZVPD RIJCOSX def2/J DEFGRID3
* xyz 0 1
N 3.6996 0.8677 -1.7385
C 2.7488 0.5067 -1.2190
O -2.0138 1.9060 -0.4472
O -2.6334 0.8550 1.6867
B -1.7848 1.0228 0.5969
C 0.4646 -1.9573 0.2333
C 1.4910 -1.3662 -0.4610
C -0.6181 -1.2129 0.7069
C 0.5816 0.7252 -0.0547
C 1.6231 -0.0100 -0.5488
C -0.5246 0.1153 0.4790
H -1.4887 1.8634 -1.2602
H -3.2714 1.5797 1.9003
H 0.5017 -3.0285 0.3470
H 2.1513 -1.9620 -1.0701
H -1.5308 -1.7574 1.0131
H 0.6037 1.8526 -0.1635
*
```

Atom charges from the natural (NBO) analysis, given in e for atoms 1 to 2: -0.292, 0.276

=====

Computed, not measured: C35H29N8RuS3 as an isolated structure at a distorted geometry, with ωB97M-V with the def2-TZVPD basis set.

Output
E_HOMO (alpha / beta), Eh: -0.32940 / -0.33011
Maximum force, eV/Å: 3.082
Frontier orbital gap (alpha / beta), eV: 2.97 / 2.97

The geometry in ORCA input format:
```
! wB97M-V def2-TZVPD RIJCOSX def2/J DEFGRID3
* xyz 1 1
Ru -1.8824 0.4262 1.2064
C 1.1325 -0.4336 -3.5303
C 0.6477 -1.6325 -3.0304
C -0.3326 -1.6352 -2.0594
C -0.8223 -0.4284 -1.5373
C -0.2757 0.7728 -1.9975
C 0.6733 0.7627 -3.0012
N -1.8819 -0.3963 -0.6343
C -3.0047 -1.1117 -0.9387
C -3.3061 -1.7084 -2.1701
C -4.4974 -2.3893 -2.3329
C -5.4126 -2.4996 -1.2860
C -5.1769 -1.8734 -0.0747
C -3.9946 -1.1527 0.0895
N -3.6719 -0.3608 1.1486
N -4.5437 -0.1065 2.0850
C -4.1400 0.8285 2.9349
C -4.9628 1.2422 4.0082
C -4.5229 2.2220 4.8516
C -3.2701 2.8130 4.6123
C -2.5055 2.3717 3.5619
N -2.8929 1.3931 2.7292
H 1.8754 -0.4240 -4.3144
H 1.0289 -2.5723 -3.3971
H -0.7354 -2.5683 -1.6910
H -0.6389 1.7065 -1.5842
H 1.0527 1.6993 -3.3824
H -2.6205 -1.6100 -2.9983
H -4.7236 -2.8271 -3.2948
H -6.3281 -3.0503 -1.4334
H -5.8845 -1.9177 0.7392
H -5.9204 0.7642 4.1212
H -5.1248 2.5489 5.6847
H -2.9117 3.6089 5.2426
H -1.5391 2.8238 3.3693
S 3.8881 3.0597 -3.2171
C 3.6538 1.7485 -2.2445
S 2.7325 1.8535 -0.7610
C 2.8120 0.0516 -0.6388
N 3.5243 -0.4394 -1.5931
N 4.0093 0.4546 -2.4498
C 4.8666 -0.0446 -3.4494
C 5.8453 0.7360 -4.0549
C 6.7008 0.1663 -4.9810
C 6.5937 -1.1777 -5.3025
C 5.6105 -1.9510 -4.7016
C 4.7482 -1.3943 -3.7795
S 2.0143 -0.7841 0.5518
H 5.9501 1.7771 -3.8031
H 7.4646 0.7766 -5.4382
H 7.2738 -1.6279 -6.0095
H 5.5090 -2.9954 -4.9533
H 3.9874 -1.9918 -3.3014
C 1.8718 4.4721 1.8845
N 1.2137 3.2019 2.0172
C 1.5194 2.2371 2.9300
C 0.6945 1.1817 2.6769
N -0.1105 1.4924 1.6148
C 0.2328 2.7150 1.2441
H 1.9793 4.9430 2.8617
H 1.2922 5.1225 1.2329
H 2.8647 4.3356 1.4522
H 2.2801 2.3683 3.6719
H 0.6441 0.2266 3.1675
H -0.2033 3.2680 0.4323
C -0.6707 -3.6103 3.6018
C -1.2956 -2.5636 4.2529
C -1.6219 -1.4057 3.5605
C -1.3273 -1.3018 2.2107
C -0.7035 -2.3485 1.5574
C -0.3651 -3.4980 2.2584
H -0.4211 -4.5093 4.1418
H -1.5355 -2.6350 5.3019
H -2.0980 -0.6000 4.1064
H -0.4492 -2.2943 0.5076
H 0.1384 -4.3012 1.7451
*
```

Atom charges from the Löwdin analysis, given in e for atoms 1 to 2: 1.258, -0.060

=====

Computed, not measured: one molecule with the formula C21H23N3O2 at a distorted geometry, with ωB97M-V with the def2-TZVPD basis set.

Output
SMILES: Cc1ccc(-c2noc(CN(C(=O)Cc3ccccc3)C(C)C)n2)cc1
E_HOMO, Eh: -0.32105
Maximum force, eV/Å: 1.288
Frontier orbital gap, eV: 9.36
Relative energy (zero: lowest compared OMol25 entry of this formula, charge and spin), kcal/mol: 35.2

The geometry in ORCA input format:
```
! wB97M-V def2-TZVPD RIJCOSX def2/J DEFGRID3
* xyz 0 1
C -1.3467 0.6303 6.8977
C -0.9375 0.0098 5.5976
C -1.2410 -1.3231 5.3307
C -0.8805 -1.9077 4.1350
C -0.2018 -1.1610 3.1729
C 0.1014 0.1732 3.4290
C -0.2651 0.7474 4.6306
H -0.0246 1.7835 4.8232
H 0.6246 0.7454 2.6786
C 0.1947 -1.7684 1.9206
N -0.0384 -3.0140 1.5947
O 0.5066 -3.1699 0.3590
C 1.0383 -1.9935 0.0232
N 0.8852 -1.0960 0.9456
C 1.7344 -1.8317 -1.2843
N 1.5302 -0.4962 -1.8111
C 0.2341 -0.2117 -2.1177
O -0.6291 -1.0476 -1.9460
C -0.0589 1.1675 -2.7004
C -1.4659 1.2208 -3.2263
C -1.7134 1.2067 -4.5914
C -3.0114 1.2302 -5.0708
C -4.0760 1.2596 -4.1874
C -3.8367 1.2662 -2.8236
C -2.5392 1.2488 -2.3458
H -2.3541 1.2456 -1.2818
H -4.6645 1.2829 -2.1299
H -5.0895 1.2738 -4.5608
H -3.1909 1.2210 -6.1362
H -0.8857 1.1768 -5.2869
H 0.6476 1.3844 -3.5032
H 0.0670 1.9040 -1.9019
C 2.6495 0.4325 -1.8199
H 2.2440 1.4228 -2.0327
C 3.6398 0.0676 -2.9285
H 4.4355 0.8065 -2.9705
H 4.0869 -0.9070 -2.7490
H 3.1373 0.0407 -3.8925
C 3.3322 0.4985 -0.4518
H 3.9885 -0.3525 -0.2881
H 3.9324 1.4021 -0.3856
H 2.5814 0.5097 0.3338
H 2.8013 -2.0175 -1.1599
H 1.3158 -2.5723 -1.9743
H -1.1119 -2.9400 3.9247
H -1.7653 -1.9047 6.0755
H -0.8331 1.5747 7.0593
H -2.4203 0.8197 6.8986
H -1.1272 -0.0381 7.7280
*
```

Atom charges from the natural (NBO) analysis, given in e for atoms 1 to 2: -0.629, -0.002

=====

Computed, not measured: C38H30FeNO2S2Si as an isolated structure at a distorted geometry, with ωB97M-V with the def2-TZVPD basis set.

Output
E_HOMO (alpha / beta), Eh: -0.27973 / -0.27412
Maximum force, eV/Å: 2.638
Frontier orbital gap (alpha / beta), eV: 7.16 / 6.05
Relative energy (zero: lowest compared OMol25 entry of this formula, charge and spin), kcal/mol: 0.0

The geometry in ORCA input format:
```
! wB97M-V def2-TZVPD RIJCOSX def2/J DEFGRID3
* xyz 0 6
Fe -0.1123 -0.6125 0.0836
C -0.4638 1.3950 -2.2770
C -0.5089 2.2189 -1.0252
C -0.5411 3.6070 -1.0310
C -0.5040 4.3034 0.1572
C -0.4785 3.6011 1.3695
C -0.4565 4.2364 2.6217
C -0.4875 3.4893 3.7780
C -0.5193 2.1007 3.7280
C -0.5063 1.4258 2.5075
S -0.5100 -0.3061 2.5061
C -0.4895 2.1761 1.3062
N -0.4713 1.5271 0.1167
H -0.4397 2.0215 -3.1663
H -1.3334 0.7379 -2.3242
H 0.4354 0.7710 -2.2698
H -0.5846 4.1403 -1.9708
H -0.4983 5.3861 0.1561
H -0.4264 5.3178 2.6693
H -0.4990 3.9978 4.7333
H -0.5441 1.5115 4.6342
O 1.6578 -0.6261 0.0267
Si 3.2614 -0.8016 -0.1334
C 3.5343 -1.7361 -1.7557
C 2.4436 -2.1620 -2.5132
C 2.6172 -2.8462 -3.7074
C 3.8961 -3.1203 -4.1694
C 4.9946 -2.7069 -3.4299
C 4.8126 -2.0231 -2.2372
C 4.0376 0.9144 -0.2071
C 3.2195 2.0324 -0.0445
C 3.7405 3.3179 -0.0702
C 5.1006 3.5069 -0.2638
C 5.9309 2.4078 -0.4289
C 5.4037 1.1254 -0.3989
C 3.9247 -1.7891 1.3272
C 5.2834 -2.0699 1.4826
C 5.7454 -2.7738 2.5841
C 4.8554 -3.2064 3.5565
C 3.5015 -2.9391 3.4169
C 3.0441 -2.2408 2.3090
H 1.4410 -1.9551 -2.1567
H 1.7531 -3.1664 -4.2766
H 4.0388 -3.6539 -5.1003
H 5.9967 -2.9178 -3.7828
H 5.6869 -1.7113 -1.6755
H 2.1595 1.8848 0.1105
H 3.0770 4.1641 0.0626
H 5.5144 4.5073 -0.2861
H 6.9936 2.5497 -0.5822
H 6.0726 0.2810 -0.5260
H 5.9961 -1.7342 0.7362
H 6.8029 -2.9849 2.6864
H 5.2178 -3.7500 4.4200
H 2.7971 -3.2689 4.1705
H 1.9886 -2.0302 2.2098
C -11.0113 -1.2130 0.6016
C -9.5657 -0.8876 0.3506
O -8.8329 -0.3570 1.1355
S -9.0355 -1.4153 -1.2876
C -7.2692 -1.2459 -1.1544
C -6.4973 -2.3972 -1.2697
C -5.1305 -2.3322 -1.0736
C -4.5268 -1.1134 -0.7508
C -5.3096 0.0442 -0.6821
C -6.6751 -0.0186 -0.8928
C -3.1304 -1.0384 -0.4793
C -1.9359 -0.9366 -0.2510
H -11.4726 -0.4123 1.1773
H -11.0482 -2.1237 1.2016
H -11.5501 -1.3821 -0.3286
H -6.9795 -3.3371 -1.5036
H -4.5195 -3.2213 -1.1482
H -4.8327 0.9888 -0.4576
H -7.2792 0.8752 -0.8435
*
```

Atom charges from the Löwdin analysis, given in e for atoms 1 to 2: 0.779, -0.018

=====

Computed, not measured: C13H17BN2O9Pb2 as an isolated structure at a distorted geometry, with ωB97M-V with the def2-TZVPD basis set.

Output
E_HOMO, Eh: -0.51494
Maximum force, eV/Å: 2.846
Frontier orbital gap, eV: 1.58
Relative energy (zero: lowest compared OMol25 entry of this formula, charge and spin), kcal/mol: 0.0

The geometry in ORCA input format:
```
! wB97M-V def2-TZVPD RIJCOSX def2/J DEFGRID3
* xyz 2 1
Pb -20.8164 -26.9913 15.8254
Pb -23.3695 -29.7386 16.5464
O -21.3695 -32.4575 16.2521
C -20.6069 -33.0636 15.5407
O -20.8764 -33.5767 14.3735
B -19.6692 -34.2724 13.8159
O -18.5737 -33.8231 14.6834
C -19.0866 -33.2079 15.7226
O -18.4920 -32.7934 16.6765
O -19.4804 -33.9066 12.4252
C -19.6794 -34.9409 11.6278
O -19.6897 -34.9164 10.4516
C -19.9344 -36.1867 12.5758
O -19.8100 -35.7559 13.8085
O -20.1013 -37.2855 12.1746
C -20.2350 -29.8331 17.8263
O -21.0488 -29.1426 16.8814
H -20.1632 -30.9044 17.6378
H -19.2363 -29.4097 17.9838
H -20.5624 -29.6841 18.8661
C -17.0974 -34.0865 20.6215
C -16.8020 -32.7529 19.9324
C -17.9778 -31.7941 20.0966
C -18.3543 -31.6321 21.5116
N -18.7100 -31.5200 22.5988
H -16.3511 -34.8471 20.3886
H -18.0226 -34.5059 20.2046
H -17.2147 -34.0957 21.7038
H -16.4998 -32.9471 18.9051
H -15.8703 -32.4523 20.4214
H -18.8241 -32.2298 19.5611
H -17.8222 -30.7649 19.7635
C -21.1269 -28.0651 21.9227
C -21.8401 -29.3867 21.6911
C -22.0205 -30.2500 22.9371
C -22.7878 -29.5684 23.9871
N -23.4677 -29.0570 24.7604
H -21.7573 -27.3829 22.4960
H -20.8661 -27.5194 21.0099
H -20.1914 -28.2224 22.4589
H -21.1779 -29.9690 21.0343
H -22.7967 -29.3497 21.1610
H -21.1017 -30.7057 23.3061
H -22.6467 -31.1175 22.7031
*
```

Atom charges from the natural (NBO) analysis, given in e for atoms 1 to 2: 1.549, 1.600